Entry from OMol25: C21H14BrFN3O6Ru as an isolated structure at a distorted geometry (wB97M-V/def2-TZVPD).

Computed properties:
<S²>   8.765
Frontier orbital gap (alpha / beta)   7.3 / 7.1 eV
Spin multiplicity   6
Net charge   0
LUMO energy (alpha / beta)   -0.0240 / -0.0363 Ha
HOMO (alpha / beta)   -8.002 / -8.054 eV

Element x y z (Å)
Ru (1.858, -0.389, 0.757)
Br (-2.266, 0.258, -5.338)
F (1.788, -2.111, -0.409)
O (-0.207, 0.462, 0.298)
O (1.545, 0.326, -1.719)
O (2.300, -1.146, 2.842)
O (4.082, -2.439, 3.369)
O (3.286, 3.111, -1.618)
O (2.080, 2.402, 0.237)
N (-4.306, 0.294, -0.143)
N (3.993, 0.211, 1.138)
N (-2.600, 0.324, 1.201)
C (-0.252, 0.318, -3.319)
C (-0.657, 0.399, -0.904)
C (-6.126, 0.224, 1.620)
C (-3.725, 0.268, 2.007)
C (-4.826, 0.254, 1.145)
C (-6.290, 0.212, 2.994)
C (3.463, -1.643, 2.689)
C (5.700, 0.157, -0.525)
C (-2.052, 0.375, -1.189)
C (2.452, -0.204, -2.684)
C (0.224, 0.349, -2.037)
C (2.694, 2.741, -0.690)
C (4.710, 0.763, 0.211)
C (-5.191, 0.212, 3.856)
C (5.901, -1.199, -0.262)
C (5.169, -1.821, 0.738)
C (-2.956, 0.335, -0.087)
C (-1.638, 0.324, -3.549)
C (-2.526, 0.349, -2.520)
C (4.219, -1.096, 1.440)
C (-3.891, 0.235, 3.382)
H (-1.606, 0.346, 1.429)
H (3.372, -0.420, -2.150)
H (2.061, -1.132, -3.101)
H (0.425, 0.295, -4.160)
H (-5.358, 0.194, 4.925)
H (-3.047, 0.223, 4.057)
H (-4.841, 0.277, -0.992)
H (-6.977, 0.210, 0.951)
H (-7.288, 0.202, 3.411)
H (6.642, -1.752, -0.824)
H (2.645, 0.530, -3.470)
H (6.280, 0.689, -1.264)
H (5.324, -2.861, 0.984)
H (-3.587, 0.344, -2.730)

Cartesian forces (eV/Å) of the 6 atoms listed first:
Ru -0.939 -0.962 -0.619
Br 0.040 0.033 0.059
F 0.056 0.859 0.604
O 0.230 -0.226 0.197
O -0.036 0.202 0.089
O -0.249 0.142 -0.461

These are the Löwdin partial charges, in e, on atoms 1 to 8: number 1, Ru, carries 1.404; number 2, Br, carries 0.739; number 3, F, carries -0.556; number 4, O, carries -0.167; number 5, O, carries -0.183; number 6, O, carries -0.136; number 7, O, carries 0.057; number 8, O, carries 0.207

Entry from OMol25: a 11-piece molecular cluster, C32H62F8N2O30S12 overall at a distorted geometry (wB97M-V/def2-TZVPD).

Computed properties:
Frontier orbital gap   7.1 eV
Spin multiplicity   1
Net charge   -2
LUMO energy   0.0813 Ha
HOMO   -4.928 eV

Element x y z (Å)
S (-0.401, -0.347, 0.959)
S (-1.978, 1.179, 11.547)
S (-9.367, 2.474, 6.256)
S (3.585, -10.088, 1.390)
S (-0.208, -2.638, -0.191)
S (9.393, 1.607, -5.762)
S (-6.684, -7.679, -5.002)
S (-4.319, 2.667, -5.609)
S (-0.704, 11.290, 2.103)
S (2.596, -2.875, -12.776)
S (-7.633, -8.784, -3.291)
S (8.039, -1.915, 4.635)
F (-5.913, -6.344, -5.485)
F (-0.827, -2.439, -2.846)
F (-7.998, -8.422, -1.764)
F (-1.123, 1.953, 0.000)
F (-2.783, 0.977, 1.036)
F (0.762, -1.125, -2.202)
F (1.153, -3.187, -2.513)
F (-1.080, 1.794, 2.241)
O (8.541, 2.254, -6.792)
O (-0.416, 10.475, 0.951)
O (-5.392, 3.682, -5.710)
O (1.050, -2.713, 0.504)
O (-7.879, -7.636, -5.844)
O (-4.941, -3.694, 5.187)
O (-9.350, 1.985, 4.845)
O (-1.136, 1.120, 12.762)
O (-5.643, -8.634, -5.312)
O (-0.297, -0.835, 2.279)
O (10.440, 0.715, -6.236)
O (-1.050, 0.908, 10.157)
O (8.226, -2.715, 3.420)
O (2.446, -4.118, -13.531)
O (-5.449, -6.097, 3.910)
O (-8.935, -9.130, -3.845)
O (1.613, -1.791, -12.804)
O (8.938, -0.816, 4.958)
O (3.926, -9.650, -0.199)
O (-8.877, 1.687, 7.337)
O (0.829, 0.203, 0.387)
O (4.778, -9.924, 2.248)
O (-3.170, 0.327, 11.558)
O (-0.977, -3.910, -0.207)
O (-1.213, 10.667, 3.307)
O (2.283, -9.531, 1.854)
O (3.392, -11.724, 1.025)
O (-2.320, 2.714, 11.064)
O (-6.738, -9.910, -3.176)
O (-4.285, 1.671, -4.498)
N (-6.906, -7.262, -3.560)
N (-1.267, -1.286, 0.082)
C (-4.698, -6.230, 5.132)
C (-1.466, 1.209, 1.088)
C (8.753, 0.892, -3.281)
C (-9.659, 5.048, 7.297)
C (-11.110, 2.910, 6.642)
C (9.991, 2.750, -4.534)
C (-0.858, 13.843, 0.928)
C (-1.807, 12.662, 1.337)
C (5.861, -1.994, 6.212)
C (-2.621, 3.333, -5.622)
C (-4.115, -4.887, 5.432)
C (0.796, 12.401, 2.325)
C (0.246, -2.295, -2.040)
C (5.060, -2.251, -11.842)
C (-2.071, 3.166, -7.154)
C (-10.838, 4.133, 7.667)
C (2.910, -3.264, -10.975)
C (4.131, -2.348, -10.662)
C (-2.718, 1.875, -7.693)
C (9.220, 2.298, -3.195)
C (3.372, -10.557, -1.126)
C (6.466, -3.371, 6.379)
C (4.241, -2.233, -13.141)
C (-1.123, 3.293, 10.481)
C (0.265, 13.879, 1.970)
C (8.255, 0.683, -4.665)
C (-4.192, 1.958, -7.303)
C (3.139, -11.931, -0.384)
C (6.222, -1.478, 4.793)
C (-8.714, 4.208, 6.387)
C (-0.327, 2.150, 9.896)
C (7.908, -3.058, 6.112)
H (1.036, 12.136, 3.355)
H (3.630, -12.803, -0.816)
H (2.492, -10.045, -1.517)
H (6.142, -1.291, 6.996)
H (5.683, -1.360, -11.766)
H (-3.889, -4.756, 6.490)
H (-1.448, 3.931, 9.658)
H (-11.654, 2.010, 6.930)
H (-2.434, 13.112, 2.107)
H (5.792, -2.007, 3.943)
H (8.285, -2.367, 6.866)
H (-11.428, 3.405, 5.724)
H (3.996, -10.659, -2.013)
H (-5.138, -6.550, 6.077)
H (-2.086, 2.676, -4.936)
H (4.675, -2.682, -9.778)
H (-7.671, 4.221, 6.705)
H (-1.356, 14.802, 0.779)
H (-3.847, -6.908, 5.065)
H (-2.484, 4.054, -7.633)
H (4.151, -1.283, -13.669)
H (1.686, 11.987, 1.852)
H (-3.266, -4.881, 4.747)
H (3.224, -4.308, -10.969)
H (-10.050, 5.840, 6.658)
H (-0.033, 2.312, 8.859)
H (-4.696, 2.713, -7.907)
H (9.527, 0.151, -3.078)
H (6.139, -0.440, 4.470)
H (-2.555, 1.794, -8.768)
H (-8.709, 4.601, 5.370)
H (8.305, 2.890, -3.171)
H (3.680, -1.400, -10.366)
H (8.688, -3.816, 6.029)
H (-2.308, 0.935, -7.324)
H (4.778, -2.075, 6.306)
H (8.110, -0.371, -4.902)
H (4.691, -2.756, -13.985)
H (9.755, 2.528, -2.273)
H (9.812, 3.723, -4.991)
H (0.676, 2.023, 10.306)
H (-0.519, 13.672, -0.094)
H (-9.107, 5.522, 8.109)
H (5.862, -3.995, 5.721)
H (6.374, -3.650, 7.429)
H (7.272, 1.151, -4.716)
H (2.093, -12.201, -0.530)
H (1.983, -3.175, -10.409)
H (-2.448, 12.215, 0.578)
H (-2.590, 4.298, -5.117)
H (-5.869, -6.915, 3.635)
H (11.070, 2.606, -4.589)
H (1.088, 14.499, 1.614)
H (5.651, -3.167, -11.873)
H (-4.824, 1.071, -7.350)
H (-0.252, 14.272, 2.846)
H (-10.486, 3.576, 8.534)
H (-0.985, 3.171, -7.240)
H (7.965, 0.694, -2.554)
H (-5.142, -3.242, 6.009)
H (-0.585, 3.937, 11.176)
H (-11.701, 4.654, 8.082)

Cartesian forces (eV/Å) of the 6 atoms listed first:
S 1.437 2.644 -0.069
S 0.231 -1.484 0.490
S -1.535 0.347 -3.164
S -0.688 0.240 1.051
S -2.848 -2.234 -1.056
S -2.470 -1.282 -2.388

These are the Löwdin partial charges, in e, on atoms 1 to 8: number 1, S, carries 0.492; number 2, S, carries 0.752; number 3, S, carries 0.694; number 4, S, carries 0.795; number 5, S, carries 0.686; number 6, S, carries 0.699; number 7, S, carries 0.383; number 8, S, carries 0.733

Entry from OMol25: C45H64IrN8O4P as an isolated structure (wB97M-V/def2-TZVPD).

Computed properties:
<S²>   0.756
Frontier orbital gap (alpha / beta)   7.6 / 6.7 eV
Spin multiplicity   2
Net charge   +1
Energy above the lowest of the compared OMol25 structures with the same formula, charge and spin   0.0 kcal per mole
LUMO energy (alpha / beta)   -0.1064 / -0.1316 Ha
HOMO (alpha / beta)   -10.544 / -10.284 eV

Element x y z (Å)
Ir (-1.360, 1.268, -1.555)
P (-1.669, -0.801, 1.153)
O (-5.084, 1.872, -0.218)
O (-3.302, 1.008, -1.219)
O (-1.982, 2.354, -3.158)
O (-3.368, 2.011, -4.886)
N (-0.660, -2.069, 1.487)
N (0.733, 1.648, -2.226)
N (0.812, 2.439, 0.537)
N (-1.484, -0.235, -2.947)
N (-1.125, 0.137, 0.016)
N (-1.691, 3.080, -0.555)
N (-1.857, 0.005, 2.582)
N (-3.113, -1.504, 0.778)
C (1.940, 2.374, 2.648)
C (2.033, 1.687, -4.252)
C (0.121, -4.074, -3.030)
C (-5.601, -2.807, 0.070)
C (-1.905, -0.732, 3.854)
C (-3.311, 1.870, 3.348)
C (4.745, 2.946, 3.537)
C (-4.398, -0.894, 1.155)
C (-1.084, -3.454, 1.687)
C (-3.936, 1.963, -0.575)
C (-0.923, -3.768, -3.852)
C (1.123, -3.943, 2.770)
C (5.515, 1.109, 2.049)
C (0.784, -1.905, 1.350)
C (-2.406, 0.169, 4.979)
C (3.008, 1.534, 0.713)
C (-2.367, 0.120, -3.871)
C (5.459, 0.686, -3.695)
C (1.874, 1.881, -0.028)
C (4.070, 0.583, 4.003)
C (1.884, 1.750, -1.520)
C (-2.500, -2.082, -4.748)
C (0.846, 2.645, 1.854)
C (4.346, 1.608, 2.898)
C (0.841, 1.631, -3.559)
C (4.496, 1.746, -5.735)
C (5.248, 3.184, -3.841)
C (-3.643, 0.940, 4.531)
C (-3.200, -2.308, -0.449)
C (3.082, 1.821, 2.068)
C (-2.003, 1.452, 2.671)
C (-0.390, -4.075, 2.892)
C (-3.146, 3.237, -0.296)
C (4.594, 1.844, -4.213)
C (1.511, -2.483, 2.556)
C (-2.917, -0.785, -4.786)
C (-5.452, -1.975, 1.339)
C (3.226, 1.771, -3.554)
C (-0.953, -1.498, -2.965)
C (-4.250, -3.401, -0.312)
C (0.664, -3.086, -2.179)
C (0.135, -1.828, -2.127)
C (-2.659, 1.612, -3.999)
C (-1.469, -2.462, -3.859)
C (3.107, 1.815, -2.168)
H (1.909, 2.619, 3.701)
H (6.438, 0.717, -4.175)
H (-0.081, 1.589, -4.113)
H (3.854, -0.395, 3.578)
H (2.585, -2.391, 2.405)
H (-3.201, 2.902, 3.693)
H (-1.945, 1.846, 1.660)
H (3.227, 0.877, 4.630)
H (-6.397, -1.502, 1.610)
H (-1.398, 3.736, -1.274)
H (4.630, 4.025, -4.160)
H (-2.625, -0.455, 5.846)
H (3.928, 2.576, -6.159)
H (-2.165, -3.480, 1.807)
H (0.522, -1.072, -1.459)
H (5.412, 3.270, -2.766)
H (-0.922, -1.147, 4.092)
H (-2.916, -2.822, -5.421)
H (-4.714, -0.185, 0.383)
H (-0.684, -5.123, 2.975)
H (6.399, 1.006, 2.678)
H (1.617, -4.348, 3.654)
H (-3.929, -4.112, 0.457)
H (-2.222, -2.745, -0.652)
H (-4.121, 1.874, 2.616)
H (1.470, -4.535, 1.915)
H (5.498, 1.780, -6.163)
H (5.761, 1.809, 1.247)
H (-0.042, 3.094, 2.288)
H (0.549, -5.067, -3.039)
H (5.000, -0.278, -3.920)
H (4.948, 0.485, 4.645)
H (1.997, 1.672, -5.331)
H (3.988, 3.306, 4.235)
H (-3.463, -1.648, -1.286)
H (1.123, -2.431, 0.450)
H (6.218, 3.268, -4.334)
H (4.033, 0.809, -6.052)
H (4.901, 3.714, 2.778)
H (-2.597, -1.576, 3.753)
H (3.998, 1.948, -1.573)
H (-1.334, -4.507, -4.528)
H (-3.556, 4.025, -0.926)
H (1.514, -3.339, -1.558)
H (5.675, 2.824, 4.094)
H (-4.055, 1.513, 5.361)
H (-0.731, -3.570, 3.800)
H (-5.161, -2.625, 2.172)
H (-4.258, -0.342, 2.082)
H (-6.347, -3.591, 0.202)
H (-5.953, -2.161, -0.742)
H (5.617, 0.747, -2.617)
H (-3.324, 3.519, 0.739)
H (-4.415, 0.222, 4.241)
H (5.311, 0.130, 1.609)
H (3.857, 1.082, 0.225)
H (-1.115, 3.247, 0.259)
H (-0.838, -4.039, 0.787)
H (1.255, -1.897, 3.445)
H (-4.312, -3.951, -1.254)
H (1.018, -0.845, 1.219)
H (-3.649, -0.412, -5.487)
H (-1.152, 1.866, 3.224)
H (-1.621, 0.865, 5.288)

Cartesian forces (eV/Å) of the 6 atoms listed first:
Ir 0.183 0.848 -0.271
P -0.286 -0.085 0.353
O -0.103 0.158 0.010
O -0.182 0.094 0.082
O 0.001 -0.088 -0.098
O -0.043 -0.015 -0.006

These are the Löwdin partial charges, in e, on atoms 1 to 8: number 1, Ir, carries 1.424; number 2, P, carries 0.608; number 3, O, carries 0.085; number 4, O, carries -0.180; number 5, O, carries -0.182; number 6, O, carries 0.120; number 7, N, carries -0.186; number 8, N, carries 0.010

Listing E_tot for the structures above in their given order: -4193.07741 -9200.02541 -2937.83612 Eh.